(1)
# C3H7N3O

A molecular structure, C3H7N3O at a distorted geometry (the ωB97M-V functional and the def2-TZVPD basis, the Open Molecules 2025 dataset).

Properties
- Highest occupied orbital energy: -0.3089 Ha
- Spin multiplicity: 1
- LUMO energy: 0.732 eV
- Net charge: 0

CARTESIAN COORDINATES (ANGSTROEM)
C1 0.055 1.707 -0.185
C2 -1.344 -0.547 -0.203
N1 1.600 -1.001 0.597
C3 0.688 -1.160 -0.394
O1 -0.159 0.464 -0.832
N2 -0.579 -1.592 -0.083
N3 -2.437 -0.057 0.118
H1 -3.115 -0.730 0.458
H2 1.266 -0.751 1.515
H3 2.587 -0.980 0.398
H4 1.132 -1.482 -1.339
H5 0.634 1.586 0.738
H6 -0.907 2.155 0.073
H7 0.578 2.387 -0.861

---

(2)
# C3H7N3O

C3H7N3O in the gas phase (the ωB97M-V functional and the def2-TZVPD basis, the Open Molecules 2025 dataset).

Properties
- Highest occupied orbital energy: -0.3528 Ha
- Spin multiplicity: 1
- LUMO energy: 0.767 eV
- Net charge: 0

CARTESIAN COORDINATES (ANGSTROEM)
C1 0.884 0.834 1.126
N1 0.406 0.025 0.019
C2 -0.983 -0.226 -0.079
N2 -1.414 -0.631 -1.316
C3 1.325 -0.542 -0.807
N3 -1.815 -0.136 0.865
O1 2.513 -0.347 -0.747
H1 -0.983 -0.217 -2.125
H2 -2.418 -0.715 -1.363
H3 -1.435 0.065 1.780
H4 0.870 -1.223 -1.543
H5 0.870 0.272 2.062
H6 0.269 1.729 1.226
H7 1.912 1.113 0.901

---

(3)
# C3H7N3O

2 unconnected molecules or ions with the total composition C3H7N3O (the ωB97M-V functional and the def2-TZVPD basis, the Open Molecules 2025 dataset).

Properties
- Highest occupied orbital energy: -0.3174 Ha
- Spin multiplicity: 1
- LUMO energy: 1.033 eV
- Net charge: 0

CARTESIAN COORDINATES (ANGSTROEM)
C1 1.874 0.941 -0.559
N1 1.789 -0.484 -0.804
C2 1.172 -1.329 -0.204
N2 0.527 -2.284 0.270
C3 -1.339 0.229 0.257
O1 -1.908 -0.926 0.591
N3 -2.287 1.168 0.218
H1 2.627 1.146 0.209
H2 0.894 1.299 -0.225
H3 2.176 1.442 -1.481
H4 -1.192 -1.599 0.563
H5 1.032 -2.856 0.937
H6 -2.036 2.107 -0.041
H7 -3.267 0.969 0.400